1.
Molecular formula: C18H20O6
Method: DFT, the ωB97M-V functional and the def2-TZVPD basis

As for the SMILES: COC(=O)c1ccc(OC(=O)[C@@]23CC[C@@](C)(C(=O)O2)C3(C)C)cc1. The relative energy (zero: lowest compared OMol25 entry of this formula, charge and spin) comes out at 0.0 kJ/mol. Its multiplicity is 1.

XYZ file:
```
44
Properties=species:S:1:pos:R:3:forces:R:3:nbo_charge:R:1
O 4.9780 0.6523 -0.7945 -0.309 -0.149 -0.194 -0.507
C 4.3768 0.2848 0.3459 0.148 0.033 0.202 0.780
C -1.7460 -1.9239 0.0168 -0.501 0.213 0.162 0.791
C -2.8166 1.5925 0.1346 -0.013 0.086 0.018 -0.161
H -4.8606 -0.1843 0.7149 -0.091 -0.010 0.148 0.210
H -2.8765 -0.8461 -2.3757 -0.021 -0.080 -0.092 0.223
H -1.5394 -0.2144 2.4367 -0.013 -0.070 -0.008 0.226
O -0.5999 2.5910 -0.2453 0.127 -0.055 -0.020 -0.555
C -3.1018 0.2186 -0.5171 0.091 -0.163 -0.175 0.024
O -2.6498 -2.7130 0.0896 0.251 0.241 0.049 -0.555
C 2.5839 -0.6248 -1.1675 0.045 0.042 0.195 -0.139
H -5.1918 0.1543 -0.9805 -0.090 0.078 -0.039 0.217
C 1.3660 -1.2523 -1.3366 -0.349 -0.251 0.153 -0.269
C 2.3462 -0.8087 1.2234 0.133 0.106 -0.134 -0.132
H -1.7752 0.5293 -2.2227 0.049 -0.003 -0.108 0.220
C -2.4018 -0.1491 1.7737 0.130 -0.249 -0.002 -0.416
H 3.1552 -0.3057 -2.0244 0.023 0.012 -0.069 0.234
C -1.3087 1.6493 -0.0601 -0.466 0.558 -0.126 0.814
H -3.4844 0.7988 -2.5600 -0.067 0.024 -0.076 0.221
H 2.7513 -0.6274 2.2073 0.023 0.007 0.069 0.240
C -2.7826 0.1753 -2.0111 0.074 0.059 0.206 -0.635
H 0.9657 -1.4374 -2.3211 -0.053 -0.023 -0.098 0.225
C 1.1293 -1.4363 1.0612 -0.191 -0.228 -0.273 -0.290
H -3.9700 1.3770 1.9758 -0.019 0.010 -0.006 0.222
O 4.8518 0.4858 1.4368 -0.018 0.014 -0.089 -0.595
H 6.0911 2.2500 -0.0938 0.036 -0.070 -0.059 0.195
C -1.9768 -0.4570 0.3246 -0.614 -0.007 0.331 0.135
H -2.3404 1.9982 2.2281 -0.070 0.028 0.024 0.228
C -2.9344 1.2899 1.6502 0.000 0.032 0.009 -0.407
H -3.1995 3.6942 0.1766 -0.008 0.106 0.011 0.234
C 0.6348 -1.6410 -0.2218 0.822 0.132 0.149 0.403
C -4.5017 -0.3350 -0.2970 0.168 0.037 0.029 -0.637
H -4.6332 2.7048 -0.1425 -0.105 -0.004 0.021 0.214
C 6.2228 1.3187 -0.6486 0.323 0.154 0.223 -0.258
H 6.5797 1.5208 -1.6552 -0.034 -0.016 0.044 0.195
H -3.4199 2.9621 -1.4076 -0.020 0.082 -0.111 0.222
C 3.0782 -0.3942 0.1132 -0.175 -0.064 -0.022 -0.182
H 0.5553 -1.7691 1.9133 -0.045 -0.046 0.092 0.221
O -0.5495 -2.3323 -0.4085 0.405 -0.322 -0.375 -0.498
O -0.8463 0.3814 0.0563 0.275 -0.057 -0.012 -0.528
H -3.1562 -0.8599 2.1045 0.002 -0.004 0.018 0.234
H -4.5074 -1.4022 -0.5040 -0.075 -0.023 -0.021 0.249
H 6.9309 0.6867 -0.1084 -0.039 0.076 -0.066 0.195
C -3.5695 2.8128 -0.3415 0.261 -0.237 0.020 -0.609
```
Forces are in eV/Å.

2.
Molecular formula: C18H21AuN2O5S
Method: DFT, the ωB97M-V functional and the def2-TZVPD basis

The relative energy (zero: lowest compared OMol25 entry of this formula, charge and spin) comes out at 72.7 kJ/mol. Its multiplicity is 1.

XYZ file:
```
48
Properties=species:S:1:pos:R:3:forces:R:3:nbo_charge:R:1
H 1.9412 4.6845 -3.5725 0.024 -0.045 -0.006 0.243
C -2.1515 -1.9830 -1.9797 0.322 0.555 0.318 -0.222
H -0.2365 0.9893 4.6884 -0.032 -0.003 0.005 0.183
O 0.5241 2.4891 -1.2016 -0.354 -0.380 0.688 -1.042
H -1.6791 0.4428 1.2167 -0.137 -0.120 0.093 0.201
H 0.5372 1.9698 2.1576 0.536 -0.126 -0.006 0.145
C 1.9167 -1.3624 1.8409 0.297 0.156 -0.373 -0.243
H -0.8805 2.6388 1.2926 -0.043 0.120 0.067 0.215
H 1.0127 0.8084 -3.5910 0.036 0.013 -0.010 0.264
H 0.2038 4.4267 -3.2064 -0.024 -0.023 0.008 0.237
S 1.5892 2.6973 -2.2680 0.116 0.566 -1.142 1.286
O -0.9335 -4.6057 -4.1873 -0.168 -0.375 -0.224 -0.714
H -2.4242 -0.2841 2.6472 0.016 0.006 -0.025 0.225
C -1.2091 1.4063 4.3918 0.133 0.028 0.036 -0.419
H -2.2924 -0.2321 -0.7179 0.022 -0.027 -0.027 0.193
H 0.8166 -3.1456 4.4966 -0.009 -0.035 -0.042 0.227
C 0.8016 -0.5596 1.6633 0.205 -0.549 -0.186 -0.123
C -0.4895 2.3972 2.2844 -0.984 -0.159 -0.163 -0.413
C 1.9315 -2.2802 2.8801 -0.073 0.085 0.100 -0.191
C 1.2175 4.3897 -2.8147 0.071 -0.358 0.249 -0.800
H -0.0437 2.2007 -3.9662 -0.015 0.058 0.084 0.239
C 2.0178 -0.9957 -1.9551 -1.069 -1.046 -0.166 0.737
H -1.3061 2.4014 4.8250 0.005 -0.012 0.008 0.209
C 0.0968 -2.5358 -2.6149 -0.015 0.783 0.384 -0.190
H -1.1861 -1.7614 4.0982 -0.018 0.057 0.013 0.213
C -0.3191 -0.6834 2.4620 -0.463 0.294 -0.363 -0.133
C -1.6480 -0.9050 -1.2719 -0.497 -0.162 -0.024 0.008
C 0.5142 -1.4113 -1.9074 0.992 -0.473 -0.404 0.054
H -0.3975 3.3236 2.8488 0.255 0.003 -0.050 0.241
H -3.2132 -2.1829 -2.0087 -0.001 -0.125 -0.073 0.260
H 1.3030 5.0339 -1.9427 0.072 -0.011 0.002 0.246
C -1.2598 -2.8041 -2.6496 -0.491 -1.350 -0.923 -0.045
Au 0.7764 0.8020 0.1962 -0.542 -0.131 -0.680 1.296
N -1.3884 1.4961 2.9547 0.247 0.305 -0.121 -0.402
O 2.2755 0.1229 -1.3969 0.561 0.696 0.881 -0.790
N -0.3430 -0.6389 -1.2664 0.303 0.631 1.064 -0.489
C -1.8289 -4.0789 -3.5337 0.540 1.420 1.029 0.778
C -0.3033 -1.6278 3.4849 0.272 -0.085 0.018 -0.136
O 2.7760 -1.7253 -2.5616 0.093 0.394 0.132 -0.595
H 0.8263 -3.1448 -3.1256 -0.109 -0.074 -0.116 0.282
H 2.7752 -1.2718 1.1848 -0.043 -0.029 -0.037 0.248
H -1.9958 0.7784 4.8114 0.021 0.002 -0.007 0.210
C -1.5306 0.2220 2.2776 -0.027 -0.110 -0.073 -0.231
H 2.8109 -2.8882 3.0423 -0.007 -0.018 -0.030 0.231
C 0.8167 -2.4175 3.6962 -0.058 0.055 0.046 -0.207
H 1.6431 2.1472 -4.5781 0.022 0.005 0.007 0.247
O -3.0401 -4.2237 -3.3645 -0.143 -0.368 -0.272 -0.730
C 0.9754 1.8811 -3.7593 0.162 -0.042 0.312 -0.802
```
Forces are in eV/Å.

3.
Molecular formula: C18H21BCl3F4N6OPdS
Method: DFT, the ωB97M-V functional and the def2-TZVPD basis

Its multiplicity is 3. The total energy is -3433.2101 Eh. Its total charge is +1.

XYZ file:
```
56
Properties=species:S:1:pos:R:3:forces:R:3:nbo_charge:R:1
H 0.9008 -0.4194 5.6234 0.015 -0.022 0.013 0.226
H -3.6388 -1.8012 -2.6060 0.009 -0.004 0.007 0.239
H 3.3513 -2.0102 4.7027 0.011 0.017 -0.037 0.213
Cl -0.4184 -0.1302 -5.9271 0.047 -0.047 0.081 0.076
C -1.5308 0.3584 -1.0963 -0.100 0.311 -0.103 -0.261
C -2.8256 -0.8452 0.5401 0.031 -0.050 -0.102 -0.185
F 0.7621 -4.2628 -0.9494 -0.110 -0.040 -0.004 -0.542
H -2.3771 4.9524 1.5808 0.007 0.016 -0.013 0.226
H 4.0545 -0.4765 4.1629 -0.017 0.010 0.023 0.192
F -0.2247 -2.4576 -1.9781 0.020 -0.260 -0.050 -0.603
H -2.0685 3.2328 -3.0479 -0.012 0.041 -0.003 0.227
C 0.7204 -0.7840 4.6161 -0.014 0.003 -0.054 -0.419
N 0.7848 -0.8331 1.8295 -0.293 0.123 -0.650 -0.779
B -0.4135 -3.5583 -1.0328 0.097 0.208 -0.158 1.351
C -1.8481 0.1005 0.2467 -0.307 0.297 -0.060 -0.281
H 5.3850 -0.4470 0.8736 0.004 -0.042 0.036 0.404
H -0.0311 -1.0813 2.3655 0.024 -0.085 0.131 0.389
H -1.9261 -0.1136 -3.1601 0.016 0.007 -0.003 0.234
Cl 2.3377 -0.9859 -6.2488 -0.059 0.014 0.135 0.098
C -3.0234 4.6448 -1.7321 -0.015 0.022 -0.012 -0.192
H -1.4356 0.7236 1.0294 0.139 -0.043 -0.004 0.247
C 0.8720 -1.1652 -5.2738 -0.202 -0.343 -0.469 -0.224
H -3.6263 5.0870 -2.5137 -0.004 -0.011 0.007 0.231
C -1.3866 3.0569 -1.0194 0.246 -0.048 -0.139 -0.179
C 1.8779 -0.7040 2.4943 -0.122 -0.169 -0.064 0.645
N 4.7116 -0.8280 0.2351 -0.034 -0.016 0.052 -0.795
H 3.0681 -0.5115 5.5947 -0.037 0.026 -0.007 0.227
C 1.1439 -0.7313 -3.9103 0.207 0.096 0.302 0.310
O 0.6641 1.4948 -0.3382 0.371 -0.257 0.172 -0.965
H 5.0208 -1.0183 -0.6998 0.000 0.021 -0.043 0.417
C -2.1849 -0.3137 -2.1276 0.029 -0.020 -0.076 -0.218
Cl 0.3500 -2.8576 -5.2391 0.073 0.269 0.027 0.119
C -2.1510 3.6111 -2.0351 0.020 -0.101 -0.041 -0.235
H 0.3809 -1.8220 4.6728 -0.032 0.006 -0.005 0.210
Pd 0.4265 -0.7994 -0.3699 1.064 -0.616 1.574 1.309
C 3.1716 -0.9365 4.5999 0.071 -0.153 -0.009 -0.403
H -0.7973 3.1184 1.0401 -0.008 -0.026 -0.019 0.235
H -0.0658 -0.1679 4.1834 0.011 0.025 -0.017 0.213
C -3.4604 -1.5243 -0.4853 0.018 0.021 0.111 -0.144
H -3.0897 -1.0446 1.5699 -0.008 0.006 0.001 0.229
C -2.3175 4.5710 0.5702 -0.016 0.010 -0.001 -0.182
N 1.3590 -0.3892 -2.8378 -0.039 0.010 -0.270 -0.352
H -3.7897 5.9271 -0.1966 0.007 0.000 -0.002 0.230
C 3.3958 -0.9509 0.5377 0.062 -0.195 -0.120 0.641
N 2.5206 -1.4295 -0.2671 -0.549 0.195 -0.143 -0.782
H -4.2094 -2.2672 -0.2479 0.014 -0.019 -0.041 0.239
C -1.4444 3.5350 0.2781 0.134 -0.056 0.100 -0.244
H 2.8801 -1.7366 -1.1597 0.119 -0.037 -0.020 0.393
S -0.3272 1.6732 -1.4652 -1.217 0.490 -0.128 1.274
H 3.8464 -0.1935 2.3595 -0.005 0.062 0.034 0.407
F -0.6391 -2.8483 0.2135 0.169 -0.005 -0.069 -0.576
N 1.9520 -0.6600 3.8488 0.040 0.155 0.112 -0.408
F -1.5163 -4.2798 -1.3850 0.015 -0.025 0.058 -0.535
C -3.1443 -1.2565 -1.8136 0.014 0.008 -0.072 -0.157
C -3.1097 5.1189 -0.4304 0.003 -0.005 0.003 -0.183
N 3.0836 -0.5636 1.8251 0.094 0.226 0.029 -0.608
```
Forces are in eV/Å.

4.
Molecular formula: C18H21BF4N2O7STc
Method: DFT, the ωB97M-V functional and the def2-TZVPD basis

The relative energy (zero: lowest compared OMol25 entry of this formula, charge and spin) comes out at 0.0 kJ/mol. Its multiplicity is 2. Its total charge is +2.

XYZ file:
```
55
Properties=species:S:1:pos:R:3:forces:R:3:lowdin_spin:R:1
C -1.1058 -2.1445 2.3319 -0.033 0.020 0.031 -0.002
H -2.0592 -2.5252 2.7044 -0.006 0.000 -0.013 -0.001
H 3.9663 -2.0830 -3.3687 0.007 0.000 0.003 0.000
H 3.0472 -2.7809 3.3408 0.010 -0.004 -0.001 0.000
S 3.2003 -0.8304 1.9980 0.112 -0.009 0.051 -0.001
O 0.8927 -1.1637 -0.8288 -0.368 -0.135 -0.399 0.070
H -0.4149 -2.1103 3.1716 -0.007 0.003 0.003 0.000
H -3.5940 0.6820 -1.7335 -0.005 0.002 -0.004 0.001
H -2.7921 2.5498 0.3354 -0.002 -0.005 0.000 -0.001
C -2.5076 0.6799 -1.6288 0.019 -0.010 0.018 0.002
O -1.1338 0.7523 -4.5733 -0.100 -0.188 -0.088 0.000
H -2.0010 2.5168 3.9926 -0.006 0.002 0.001 0.000
B 2.5369 2.3862 -0.0279 0.082 0.006 -0.064 0.000
F 0.5737 1.7342 0.9897 0.136 -0.028 -0.126 0.068
O -0.2366 0.7539 -6.5387 -0.127 -0.199 -0.007 0.000
C 3.0449 -1.2381 -5.0995 0.003 0.074 0.017 0.000
H -3.4044 2.9084 2.9912 0.003 0.005 -0.004 0.001
F 2.0266 3.1786 -0.9196 0.006 -0.067 0.063 0.000
H 3.4280 1.1004 3.3210 -0.009 -0.015 0.003 0.000
H 3.2539 -3.1282 1.5782 0.012 0.015 0.010 0.000
H -1.5858 -1.5003 -0.2737 -0.016 -0.008 0.019 0.003
O 2.9062 -2.1432 -0.9197 0.161 -0.024 0.089 0.008
H -0.7385 -2.8495 1.5862 0.005 0.006 0.004 0.000
C 2.0117 -1.2319 -2.9580 0.075 -0.045 -0.047 0.001
C -1.3383 -0.7793 1.7488 0.043 -0.122 -0.159 -0.012
O 1.5904 -0.8446 2.0582 0.058 -0.041 -0.123 0.018
F 2.5714 1.0357 -0.3072 -0.069 -0.020 0.073 0.000
C 1.9638 -0.5846 -5.6678 -0.004 -0.025 0.034 0.000
C 3.0993 -1.5724 -3.7638 -0.033 0.028 -0.043 0.001
H 4.6488 -2.5807 2.5442 -0.005 0.004 -0.003 0.000
C -1.6062 -0.6179 0.3588 -0.038 -0.329 0.083 -0.006
H -2.1275 -0.1674 -2.1986 -0.029 0.029 0.006 0.000
C -2.1394 0.5884 -0.1774 0.002 -0.002 0.003 0.007
H -2.1367 1.6000 -2.0813 -0.014 -0.022 0.005 0.001
C 0.9127 -0.2612 -4.8298 -0.057 -0.152 -0.076 0.000
C -2.0638 1.5264 2.0837 -0.024 -0.017 -0.033 0.008
N 4.2007 -1.5908 -5.9642 -0.046 -0.215 -0.034 0.000
H -1.3282 0.2525 3.6411 0.005 0.010 -0.001 0.000
H 1.9465 -0.3395 -6.7208 0.006 0.001 -0.013 0.000
F 3.1468 2.7678 1.0622 -0.053 -0.048 -0.017 0.000
H 0.0493 -0.3040 -2.8985 0.034 -0.006 -0.006 0.001
Tc 0.6068 -0.0908 0.5720 0.043 0.679 0.531 0.831
N -0.2675 0.4525 -5.3748 0.336 0.541 0.085 0.000
C -1.5392 0.3450 2.5823 0.067 0.059 -0.078 0.003
C 0.9100 -0.5736 -3.4899 -0.038 0.015 -0.035 0.001
C -2.3640 1.6243 0.7051 0.017 0.009 0.029 -0.017
H 4.6827 -0.1182 3.6650 0.000 0.011 -0.018 0.000
O 5.1647 -2.0652 -5.4056 -0.036 0.087 -0.032 0.000
C -2.3335 2.6953 2.9731 0.005 0.003 0.019 0.002
C 2.0708 -1.5771 -1.5391 -0.071 0.091 0.125 0.012
O 4.0684 -1.3982 -7.1479 0.041 0.075 0.061 0.000
C 3.5664 -2.5147 2.4216 -0.043 -0.003 0.007 0.000
H -1.8377 3.5883 2.5886 0.005 -0.002 0.004 0.001
H 3.0235 -0.3513 4.3139 0.023 0.007 0.014 0.000
C 3.6174 0.0415 3.4900 -0.074 -0.043 0.034 0.000
```
Forces are in eV/Å.

Q: multiplicity of number 2 (C18H21AuN2O5S)?
A: 1

Q: Among the records above, which one has the highest multiplicity?
A: C18H21BCl3F4N6OPdS